C20H25N3O4S | ωB97M-V with the def2-TZVPD basis set

Properties
Calculated total energy in eV: -44641.0944
Frontier orbital gap in eV: 9.2315
F_max in eV/A: 0.91
HOMO in eV: -8.9
ΔE to the lowest compared entry with this formula, charge and spin in eV: 2.9716
Structure (SMILES): Cc1ccccc1NS(=O)(=O)c1ccc(OCC(=O)N2CCN(C)CC2)cc1

Structure (ORCA input):
```
! RIJCOSX wB97M-V def2-TZVPD def2/J DEFGRID3
* xyz 0 1
S 3.9702 1.3765 -0.6513
O -4.5058 1.5804 2.3205
O 4.7168 1.7744 0.4997
O 4.1984 2.0407 -1.8992
O -1.8005 0.9118 0.4464
N -5.5114 -0.8789 -1.5570
N 4.2522 -0.2533 -0.9690
N -4.4329 -0.2181 0.9714
C -3.8622 0.7636 1.6907
C 2.7703 -3.0326 1.7703
C 0.4643 1.0862 1.3274
C -6.1603 0.1059 -0.7089
C 2.2264 1.3589 -0.2672
C 1.3155 1.3448 -1.3087
C 1.8111 1.2336 1.0413
C 2.8898 -2.2269 -0.5053
C -2.3281 0.7889 1.7540
C 3.7443 -1.2045 -0.0763
C -0.0272 1.2043 -1.0342
C 4.0998 -1.1059 1.2644
C -4.0764 -0.8550 -1.3422
C -3.7786 -1.1838 0.1220
C 2.4217 -3.1332 0.4348
C -5.8664 -0.2041 0.7580
C -5.8542 -0.7021 -2.9508
C 3.6106 -2.0137 2.1844
C -0.4642 1.0664 0.2886
C 2.4833 -2.3387 -1.9465
H -5.5284 0.2708 -3.3504
H 3.3499 -2.5247 -2.5817
H -0.7637 1.1966 -1.8218
H 3.8917 -1.9286 3.2231
H -5.8142 1.1303 -0.9366
H -4.1936 -2.1713 0.3531
H 0.1523 0.9879 2.3542
H 2.3888 -3.7489 2.4822
H -5.3864 -1.4930 -3.5350
H 4.7579 -0.3056 1.5612
H -2.0575 1.6566 2.3663
H 1.7651 -3.9292 0.1130
H 2.5464 1.2611 1.8284
H 4.0816 -0.4477 -1.9434
H -6.3010 0.5549 1.4089
H -3.6384 0.1309 -1.5811
H -6.9344 -0.7794 -3.0626
H -7.2373 0.0581 -0.8815
H 1.7858 -3.1621 -2.0779
H -2.7050 -1.1980 0.2889
H -6.2690 -1.1885 1.0134
H -3.6151 -1.6072 -1.9861
H -1.9618 -0.1255 2.2424
H 1.9986 -1.4213 -2.2838
H 1.6752 1.4635 -2.3190
*
```

Need the Löwdin charges? In units of e they are: atom 1 (S): 0.67, atom 2 (O): 0.07, atom 3 (O): -0.27, atom 4 (O): -0.29, atom 5 (O): -0.05, atom 6 (N): -0.23, atom 7 (N): -0.04, atom 8 (N): -0.05, atom 9 (C): -0.42, atom 10 (C): -0.09, atom 11 (C): 0.01, atom 12 (C): -0.18, atom 13 (C): -0.28, atom 14 (C): -0.06, atom 15 (C): -0.04, atom 16 (C): -0.21, atom 17 (C): -0.09, atom 18 (C): -0.28, atom 19 (C): 0.02, atom 20 (C): -0.04, atom 21 (C): -0.18, atom 22 (C): -0.12, atom 23 (C): -0.05, atom 24 (C): -0.11, atom 25 (C): -0.10, atom 26 (C): -0.08, atom 27 (C): -0.25, atom 28 (C): -0.04, atom 29 (H): 0.09, atom 30 (H): 0.09, atom 31 (H): 0.12, atom 32 (H): 0.10, atom 33 (H): 0.13, atom 34 (H): 0.13, atom 35 (H): 0.11, atom 36 (H): 0.10, atom 37 (H): 0.08, atom 38 (H): 0.11, atom 39 (H): 0.14, atom 40 (H): 0.11, atom 41 (H): 0.12, atom 42 (H): 0.10, atom 43 (H): 0.12, atom 44 (H): 0.13, atom 45 (H): 0.08, atom 46 (H): 0.12, atom 47 (H): 0.08, atom 48 (H): 0.12, atom 49 (H): 0.13, atom 50 (H): 0.12, atom 51 (H): 0.14, atom 52 (H): 0.07, atom 53 (H): 0.12